1.
11
Properties=species:S:1:pos:R:3 method="wB97M-V/def2-TZVPD" homo_lumo_gap_ev=10.967 e_lumo_ev=0.840 energy_ev=-6734.195 relative_energy_kcal_mol=26.5 multiplicity=1
C -1.236 1.502 -1.129
N -0.963 0.285 -1.394
H -0.513 2.315 -1.226
H -2.288 1.720 -0.961
H -1.597 -0.293 -0.845
H 0.901 0.616 1.665
H 0.936 -0.315 2.689
O 0.590 0.588 2.587
H 0.904 -1.675 -0.884
H 1.699 -2.848 -0.294
O 1.568 -1.896 -0.209



2.
12
Properties=species:S:1:pos:R:3 method="wB97M-V/def2-TZVPD" homo_lumo_gap_ev="9.343 / 3.649" e_lumo_ev="-4.821 / -10.514" s_squared=0.783 total_charge=+1 energy_ev=-8772.225 relative_energy_kcal_mol=20.6 multiplicity=2
C -0.166 -1.182 -2.499
N 0.281 -1.179 -1.186
O -1.320 -1.219 -2.746
H 0.582 -1.209 -3.339
H -0.354 -1.214 -0.398
H 1.312 -1.221 -0.881
H 1.676 3.169 2.215
H 3.016 2.989 2.747
O 2.597 3.061 1.843
H -2.148 -0.612 3.668
H -0.977 0.415 3.190
O -1.787 -0.213 2.914



3.
13
Properties=species:S:1:pos:R:3 method="wB97M-V/def2-TZVPD" homo_lumo_gap_ev=9.401 e_lumo_ev=0.699 energy_ev=-16659.462 relative_energy_kcal_mol=26.4 multiplicity=1
C -2.425 0.205 -0.392
N 2.600 -0.157 -0.521
O -0.093 0.225 -0.931
O -2.218 0.558 0.939
O -2.387 -1.023 -0.587
Si 0.968 -0.049 0.335
H 3.358 0.175 0.015
H 2.991 -0.964 -0.935
H -0.125 1.144 -1.020
H -2.173 1.510 0.933
H -2.177 -1.449 0.208
H 1.332 1.061 1.024
H 0.349 -1.235 0.932



4.
13
Properties=species:S:1:pos:R:3 method="wB97M-V/def2-TZVPD" homo_lumo_gap_ev=9.555 e_lumo_ev=0.261 energy_ev=-16658.083 relative_energy_kcal_mol=58.2 multiplicity=1
C -1.639 0.100 -0.276
N 3.906 0.551 -0.586
O -2.936 0.708 -0.245
O -1.762 -1.269 -0.206
O -0.867 0.545 0.780
Si 2.843 -0.299 0.313
H -1.365 0.581 -1.253
H 3.931 1.044 -1.434
H -3.581 0.558 0.471
H -2.093 -1.476 -1.039
H -1.471 0.227 1.462
H 3.459 -0.344 1.619
H 1.575 -0.927 0.395



5.
12
Properties=species:S:1:pos:R:3 method="wB97M-V/def2-TZVPD" homo_lumo_gap_ev=10.479 e_lumo_ev=0.588 energy_ev=-20441.804 relative_energy_kcal_mol=24.9 multiplicity=1
C 0.752 1.308 1.191
N 0.171 0.061 0.086
O 1.331 2.211 0.745
Si -0.877 -1.175 0.810
Si 0.350 0.397 -1.618
H 0.435 1.038 2.238
H -2.214 -1.558 0.473
H -0.280 -2.487 0.650
H -0.958 -0.912 2.221
H 0.558 -1.004 -2.424
H -0.745 0.889 -2.513
H 1.477 1.232 -1.858



6.
10
Properties=species:S:1:pos:R:3 method="wB97M-V/def2-TZVPD" homo_lumo_gap_ev=10.210 e_lumo_ev=0.996 energy_ev=-13475.574 relative_energy_kcal_mol=5.6 multiplicity=1
C -0.153 -1.655 0.985
N 1.169 -1.192 0.564
H -0.146 -2.618 1.506
H -0.606 -0.908 1.630
H -0.778 -1.796 0.107
H 1.608 -1.842 -0.073
H 1.793 -1.080 1.354
H 0.234 0.501 -0.390
S -0.495 1.547 -0.787
H -0.710 1.010 -1.987



7.
11
Properties=species:S:1:pos:R:3 method="wB97M-V/def2-TZVPD" homo_lumo_gap_ev=9.467 e_lumo_ev=0.170 energy_ev=-24310.674 relative_energy_kcal_mol=12.5 multiplicity=1
S 1.611 0.182 -0.413
S 0.440 1.524 0.654
H 2.781 0.660 -0.050
H 0.056 2.255 -0.402
C -1.966 -2.213 0.167
N -1.787 -0.935 -0.546
H -1.181 -2.437 0.902
H -1.921 -3.054 -0.526
H -2.952 -2.272 0.634
H -1.493 -0.259 0.147
H -0.995 -1.073 -1.159



8.
11
Properties=species:S:1:pos:R:3 method="wB97M-V/def2-TZVPD" homo_lumo_gap_ev="6.132 / 7.143" e_lumo_ev="-0.986 / -0.553" energy_ev=-18391.791 relative_energy_kcal_mol=53.5 multiplicity=1
C 0.659 -1.069 0.087
N -0.080 0.209 -0.234
Si -1.426 0.539 -1.148
Si 0.056 1.710 0.998
H 1.710 -0.867 0.477
H 0.076 -1.607 0.882
H 0.605 -1.623 -0.818
H -1.173 -0.182 -2.444
H -2.524 0.501 -0.189
H 0.165 1.739 2.485
H 1.270 2.065 0.296



9.
12
Properties=species:S:1:pos:R:3 method="wB97M-V/def2-TZVPD" homo_lumo_gap_ev=5.402 e_lumo_ev=-18.081 total_charge=+3 energy_ev=-40173.168 multiplicity=1
O -1.468 -1.516 0.076
O -0.116 -1.778 -0.198
C 0.536 -0.800 -0.746
P -0.086 0.897 0.287
H -1.997 -1.701 -0.738
H 1.594 -0.983 -0.619
H 0.329 -0.627 -1.801
H -0.183 0.194 1.534
H 1.225 1.574 0.011
H -1.199 1.008 -0.610
H -0.569 2.125 0.967
V 1.934 1.608 1.838



10.
11
Properties=species:S:1:pos:R:3 method="wB97M-V/def2-TZVPD" homo_lumo_gap_ev=6.515 e_lumo_ev=3.967 total_charge=-1 energy_ev=-16081.531 relative_energy_kcal_mol=16.9 multiplicity=1
C -0.905 -0.098 0.370
S -0.739 -1.008 -1.211
H 0.135 -0.031 0.692
H -1.330 0.907 0.368
H -1.406 -0.578 1.219
H 1.925 -2.512 0.114
H 2.404 -1.884 1.363
O 2.351 -2.757 0.959
H -0.419 3.211 -1.673
H -0.865 1.916 -1.022
O -1.150 2.832 -1.179



11.
11
Properties=species:S:1:pos:R:3 method="wB97M-V/def2-TZVPD" homo_lumo_gap_ev=8.170 e_lumo_ev=4.483 total_charge=-1 energy_ev=-7293.552 relative_energy_kcal_mol=3.9 multiplicity=1
C -0.270 1.522 -0.537
O 0.546 0.397 -0.452
H 0.271 2.478 -0.355
H -0.711 1.622 -1.540
H -1.038 1.475 0.245
H 0.687 0.043 1.215
H 0.358 -1.114 2.141
O 0.818 -0.268 2.175
H -1.737 -1.409 -0.924
H -0.329 -0.800 -0.766
O -0.865 -1.539 -1.259



12.
12
Properties=species:S:1:pos:R:3 method="wB97M-V/def2-TZVPD" homo_lumo_gap_ev=9.319 e_lumo_ev=-0.008 energy_ev=-31061.504 relative_energy_kcal_mol=29.2 multiplicity=1
C 1.151 0.938 0.369
O 0.392 0.091 -0.391
P -2.185 1.347 -0.287
P -1.790 -1.933 -0.255
P -1.195 -0.239 0.914
H 0.528 1.551 0.933
H 1.708 1.672 -0.292
H 1.894 0.555 1.038
H -1.719 2.439 0.351
H -3.243 1.028 0.657
H -0.479 -2.325 0.111
H -1.386 -1.226 -1.375



13.
10
Properties=species:S:1:pos:R:3 method="wB97M-V/def2-TZVPD" homo_lumo_gap_ev=12.302 e_lumo_ev=-3.953 total_charge=+1 energy_ev=-14025.467 relative_energy_kcal_mol=2.5 multiplicity=1
O -1.982 0.486 -0.551
H 0.046 -0.503 -1.211
H -2.645 0.218 -1.205
H -2.401 1.202 -0.057
C 1.564 0.085 0.589
S 0.628 -1.253 -0.258
H 2.574 0.097 0.186
H 1.621 -0.234 1.622
H 1.070 1.017 0.379
H -0.475 -1.117 0.505



14.
11
Properties=species:S:1:pos:R:3 method="wB97M-V/def2-TZVPD" homo_lumo_gap_ev="9.797 / 6.187" e_lumo_ev="0.622 / -2.965" s_squared=0.753 energy_ev=-24866.550 relative_energy_kcal_mol=0.0 multiplicity=2
O -3.674 0.088 -0.452
H 0.570 0.584 -0.927
H -1.020 1.027 1.619
H -4.480 -0.400 -0.251
C 2.446 -0.454 0.522
S 1.851 0.202 -1.068
S -0.815 -0.115 0.939
H 3.529 -0.452 0.464
H 2.048 -1.441 0.654
H 2.144 0.227 1.306
H -3.040 -0.186 0.229



15.
19
Properties=species:S:1:pos:R:3 method="wB97M-V/def2-TZVPD" homo_lumo_gap_ev=4.806 e_lumo_ev=-12.270 total_charge=+4 energy_ev=-17540.087 relative_energy_kcal_mol=153.0 multiplicity=1
Ba -2.614 -3.253 -1.849
Ba -4.453 2.199 1.085
Ba 2.919 2.593 1.941
C -0.564 0.639 0.595
O 0.529 0.388 0.171
O -0.705 1.326 1.585
O -1.518 0.312 -0.105
O 2.727 0.041 -2.905
H 3.331 -0.682 -2.734
H 2.215 0.121 -2.100
O -1.767 -0.844 4.316
H -1.323 -0.647 5.141
H -1.311 -0.311 3.665
O 0.364 -3.094 0.209
H 0.490 -2.147 0.277
H 1.241 -3.442 0.049
O -0.061 2.535 -3.308
H -0.249 2.156 -2.450
H 0.751 2.110 -3.585



16.
12
Properties=species:S:1:pos:R:3 method="wB97M-V/def2-TZVPD" homo_lumo_gap_ev=6.635 e_lumo_ev=-3.039 energy_ev=-6187.940 relative_energy_kcal_mol=149.6 multiplicity=1
N 2.165 0.284 -0.263
H 1.910 -0.613 -0.688
H 1.451 1.002 -0.533
H 2.176 -2.797 0.864
H 2.453 0.283 0.705
N -1.351 -0.627 -0.957
C -1.193 -0.105 0.348
O -0.687 1.109 0.570
H -0.503 -0.397 -1.552
H 1.665 -2.297 1.147
H -0.179 -0.644 0.919
H -2.016 -0.386 1.030



17.
12
Properties=species:S:1:pos:R:3 method="wB97M-V/def2-TZVPD" homo_lumo_gap_ev=6.709 e_lumo_ev=-2.835 energy_ev=-6188.081 relative_energy_kcal_mol=146.4 multiplicity=1
N 1.442 0.340 -2.970
H 1.057 -0.537 -2.669
H 2.444 0.355 -2.894
H 0.057 0.405 3.646
H 1.023 1.139 -2.532
N -1.852 -0.708 -0.086
C -0.830 -0.584 0.798
O 0.322 0.003 0.721
H -2.311 0.163 -0.372
H 0.685 0.772 3.501
H -1.354 0.174 1.475
H -0.682 -1.522 1.381



18.
14
Properties=species:S:1:pos:R:3 method="wB97M-V/def2-TZVPD" homo_lumo_gap_ev=10.143 e_lumo_ev=0.170 energy_ev=-10289.291 relative_energy_kcal_mol=39.6 multiplicity=1
N -0.843 -2.414 -1.907
C -0.432 -1.643 -0.824
N -1.432 -0.851 -0.255
O 0.693 -1.597 -0.429
H -1.610 -2.241 -2.508
H -0.118 -2.981 -2.249
H -0.994 0.073 0.085
H -1.946 -1.335 0.477
H 1.047 4.612 -0.963
H 1.088 4.889 0.451
O 0.740 5.372 -0.296
H 1.740 0.105 2.713
H 0.151 0.238 2.630
O 0.962 -0.105 3.155



19.
13
Properties=species:S:1:pos:R:3 method="wB97M-V/def2-TZVPD" homo_lumo_gap_ev=9.305 e_lumo_ev=0.642 energy_ev=-14069.010 relative_energy_kcal_mol=148.9 multiplicity=1
C -0.322 2.514 -0.600
N -0.300 -2.601 0.935
N 0.355 0.175 -0.509
O -0.322 1.315 -1.279
Si -0.921 -0.964 0.838
H -1.027 3.213 -1.008
H 0.672 2.944 -0.506
H -0.759 2.433 0.580
H 0.740 -2.621 0.743
H -0.495 -3.037 1.786
H 0.370 -0.491 -1.200
H -0.655 -0.062 1.954
H -2.301 -0.816 0.494



20.
12
Properties=species:S:1:pos:R:3 method="wB97M-V/def2-TZVPD" homo_lumo_gap_ev=11.149 e_lumo_ev=-3.823 total_charge=+1 energy_ev=-5630.834 relative_energy_kcal_mol=19.1 multiplicity=1
N 0.409 0.725 -2.235
H 1.300 0.537 -2.815
H 0.521 -0.359 -0.708
H 0.618 1.653 -1.837
H -0.415 0.819 -2.783
N -0.736 0.565 1.496
C -0.217 -0.644 1.243
N 0.456 -0.964 0.107
H -0.779 1.415 0.844
H -1.052 0.710 2.445
H -0.556 -1.371 2.002
H 0.767 -1.820 -0.181